# C43H95N5O19S2

A cluster of 13 separate species, C43H95N5O19S2 in total (ωB97M-V/def2-TZVPD, the OMol25 dataset).

Values from the calculation:
LUMO level	0.1	eV
electronic energy	-114149.0215	eV
frontier orbital gap	8.9	eV

The geometry in ORCA input format:
```
! RIJCOSX wB97M-V def2-TZVPD def2/J DEFGRID3
* xyz 0 1
C 4.69 -7.58 -2.77
S 4.32 -6.55 -4.24
O 3.91 -5.13 -3.69
C 6.01 -6.27 -4.95
H 5.32 -8.42 -3.09
H 3.81 -8.07 -2.36
H 5.14 -6.93 -2.03
H 6.65 -7.14 -5.10
H 6.40 -5.54 -4.24
H 5.98 -5.69 -5.87
C -2.44 7.32 -1.03
S -3.23 8.75 -0.11
O -3.16 9.99 -1.01
C -4.97 8.15 -0.28
H -2.73 6.35 -0.64
H -1.38 7.24 -0.76
H -2.58 7.37 -2.11
H -5.33 8.49 -1.26
H -5.68 8.54 0.45
H -5.09 7.07 -0.21
C -2.98 2.46 -5.04
O -4.06 3.07 -5.08
N -2.91 1.28 -5.74
C -3.98 0.63 -6.52
C -1.54 0.76 -5.99
H -2.10 2.68 -4.42
H -4.86 1.26 -6.55
H -4.33 -0.34 -6.17
H -3.69 0.59 -7.57
H -1.31 0.75 -7.05
H -0.64 1.19 -5.54
H -1.43 -0.31 -5.79
C 5.36 1.45 -7.37
O 5.58 2.32 -8.24
N 5.90 0.19 -7.42
C 5.47 -0.72 -6.42
C 6.97 -0.14 -8.34
H 4.64 1.60 -6.55
H 5.09 -1.59 -6.95
H 4.71 -0.40 -5.70
H 6.35 -1.14 -5.94
H 6.69 -1.06 -8.86
H 7.12 0.67 -9.06
H 7.93 -0.43 -7.93
C -0.76 0.29 0.09
O -1.64 1.14 0.27
N 0.54 0.50 -0.33
C 1.46 -0.69 -0.42
C 1.06 1.84 -0.51
H -1.03 -0.77 0.16
H 2.29 -0.68 0.30
H 1.91 -0.78 -1.41
H 1.03 -1.68 -0.24
H 1.52 2.31 0.36
H 1.88 1.69 -1.21
H 0.35 2.55 -0.94
C 2.85 7.56 3.93
O 2.44 7.04 2.86
N 2.29 8.52 4.65
C 2.91 9.14 5.81
C 0.92 8.94 4.36
H 3.81 7.34 4.44
H 3.90 8.75 6.03
H 2.30 9.07 6.71
H 3.01 10.21 5.67
H 0.48 8.19 3.71
H 0.31 9.03 5.26
H 0.82 9.91 3.87
C 2.03 7.13 -4.87
O 2.01 5.92 -4.60
N 2.53 8.08 -4.10
C 2.43 9.52 -4.46
C 3.16 7.80 -2.80
H 1.74 7.59 -5.83
H 1.80 9.77 -5.31
H 3.40 9.82 -4.85
H 2.19 10.12 -3.58
H 4.25 7.79 -2.82
H 2.88 8.50 -2.02
H 2.87 6.78 -2.56
O -3.84 5.94 5.59
C -2.68 5.68 5.92
O -2.07 6.16 7.07
C -2.87 7.05 7.90
C -2.19 7.70 9.03
C -1.76 4.87 4.98
H -3.66 6.42 8.31
H -3.29 7.85 7.30
H -1.38 8.33 8.67
H -1.93 7.01 9.84
H -2.80 8.52 9.40
H -1.09 5.60 4.52
H -2.27 4.46 4.11
H -1.22 4.14 5.59
O 1.08 -1.11 5.32
C 2.10 -0.64 5.97
O 2.48 -0.98 7.23
C 1.67 -1.85 8.01
C 2.46 -2.49 9.12
C 2.94 0.42 5.38
H 1.38 -2.68 7.37
H 0.74 -1.34 8.28
H 3.06 -1.79 9.70
H 3.14 -3.27 8.78
H 1.78 -2.94 9.85
H 3.10 1.25 6.07
H 2.53 0.78 4.43
H 3.96 0.04 5.30
O 0.00 -6.39 -7.26
C -0.54 -5.29 -7.25
O -1.49 -4.81 -6.41
C -2.23 -5.60 -5.53
C -1.52 -5.93 -4.23
C -0.37 -4.37 -8.51
H -2.71 -6.44 -6.02
H -3.12 -4.99 -5.37
H -0.50 -6.30 -4.37
H -1.99 -6.71 -3.65
H -1.37 -5.00 -3.69
H -0.97 -3.47 -8.49
H -0.64 -4.93 -9.41
H 0.67 -4.05 -8.59
O -3.86 -8.98 2.09
C -4.92 -8.41 2.41
O -5.12 -7.52 3.35
C -4.01 -7.10 4.18
C -2.98 -6.16 3.50
C -6.23 -8.72 1.65
H -3.54 -7.94 4.69
H -4.60 -6.59 4.94
H -2.52 -5.55 4.28
H -3.41 -5.48 2.76
H -2.16 -6.78 3.14
H -6.65 -9.66 2.00
H -5.97 -8.67 0.59
H -6.99 -7.95 1.75
O 7.11 -6.27 4.63
C 6.88 -5.21 5.19
O 6.21 -4.19 4.67
C 5.46 -4.26 3.45
C 4.10 -5.11 3.74
C 7.30 -4.95 6.56
H 6.00 -4.81 2.67
H 5.23 -3.26 3.09
H 3.36 -4.73 3.04
H 3.73 -5.09 4.76
H 4.17 -6.18 3.54
H 8.04 -4.14 6.57
H 7.67 -5.77 7.17
H 6.47 -4.60 7.17
O -7.26 -3.37 -2.64
C -7.56 -3.53 -1.44
O -8.77 -3.83 -0.97
C -9.84 -4.39 -1.84
C -10.38 -5.70 -1.34
C -6.52 -3.19 -0.44
H -9.47 -4.61 -2.84
H -10.58 -3.67 -2.18
H -11.07 -6.08 -2.10
H -11.02 -5.57 -0.47
H -9.67 -6.47 -1.04
H -6.86 -2.32 0.12
H -5.58 -2.95 -0.93
H -6.30 -4.03 0.22
*
```